Formula: C32H32BN11O2W
Source: OMol25
Level of theory: wB97M-V/def2-TZVPD

DFT total energy: -56666.3543 eV
Energy relative to the best compared isomer or geometry (same formula, charge and spin): 48.1 kcal/mol
Total charge: +3
Multiplicity: 4
Frontier orbital gap (alpha / beta): 0.199 / 0.148 Ha
Largest force on an atom: 3.27 eV/A

Geometry as XYZ:
```
79
Properties=species:S:1:pos:R:3:forces:R:3:lowdin_spin:R:1
W 1.333990 -0.696103 -1.221323 -1.684 -1.366 -2.335 0.82
C 4.093200 -2.321781 0.835171 0.128 0.177 0.015 0.00
C 2.848002 -3.066908 0.526037 -0.014 0.095 0.017 0.01
C 2.447535 -4.349121 0.906323 0.001 0.516 -0.258 0.01
C 1.217590 -4.546484 0.304651 0.080 0.407 -0.187 0.00
N 0.901461 -3.452186 -0.393620 -0.165 -0.065 0.179 0.02
N 1.895699 -2.518834 -0.266159 -0.556 -0.488 0.286 0.00
B -0.233998 -3.114100 -1.403747 -0.113 -0.925 0.354 0.02
N 0.510673 -3.071630 -2.791894 -0.546 -0.284 0.073 0.02
C 0.656171 -3.790140 -3.914675 -0.023 0.471 0.385 0.01
C 1.562711 -3.152290 -4.751744 0.296 0.530 0.304 0.02
C 1.972865 -2.016756 -4.060018 0.025 0.111 -0.136 0.01
C 2.894133 -0.883240 -4.347570 -0.012 0.254 -0.105 0.01
N 1.338882 -1.984199 -2.868977 -0.090 0.550 -0.221 0.06
N -0.486217 -1.594910 -1.120767 -2.042 -0.011 0.384 0.29
C -1.691471 -1.041203 -0.937683 0.773 -1.954 0.296 0.05
C -1.965701 0.285594 -1.165886 0.225 0.549 -0.012 0.31
C -0.976760 1.145137 -1.751319 0.173 0.586 -0.777 0.08
C -1.420861 2.475068 -2.284729 0.404 -0.088 -0.067 0.01
N 0.241890 0.741649 -1.832762 -0.028 -0.231 0.456 0.11
N -1.433069 -3.966159 -1.167640 0.035 -0.430 -1.242 0.00
C -2.129578 -4.927879 -1.855255 0.246 0.083 0.165 0.00
C -3.131006 -5.379767 -1.047178 0.062 0.495 0.401 0.00
C -3.026213 -4.609313 0.146770 0.940 0.058 -1.275 0.00
C -3.872550 -4.661813 1.346740 0.008 -0.049 0.761 0.00
N -1.992291 -3.776046 0.034934 -0.643 0.136 1.505 0.00
H 4.964467 -2.919848 0.561380 -0.029 0.099 -0.049 0.00
H 4.171850 -2.131799 1.905737 -0.002 0.069 0.015 0.00
H 4.121287 -1.369822 0.286256 0.128 -0.323 0.218 0.00
H 2.984210 -5.041006 1.521599 0.149 -0.129 0.123 0.00
H 0.564001 -5.395696 0.323900 -0.201 -0.171 -0.011 0.00
H 0.125239 -4.703088 -4.094160 -0.217 -0.193 0.102 0.00
H 1.876621 -3.465531 -5.726410 0.063 -0.102 -0.176 0.00
H 2.965386 -0.689654 -5.417379 -0.019 0.013 0.070 0.00
H 3.903779 -1.096528 -3.980922 -0.127 0.044 -0.025 0.00
H 2.507582 0.028317 -3.841594 0.350 -0.451 -0.402 0.00
H -2.508130 -1.697971 -0.627395 0.174 -0.094 -0.325 0.00
H -2.962816 0.672524 -1.030134 -0.153 -0.047 0.150 0.01
H -2.198283 2.337747 -3.037145 -0.059 -0.042 -0.006 0.01
H -0.581139 3.003109 -2.730851 -0.054 0.022 0.012 0.00
H -1.843802 3.071847 -1.478373 -0.081 0.055 0.082 0.00
H -1.870788 -5.219421 -2.850055 0.130 -0.101 -0.308 0.00
H -3.864004 -6.130901 -1.254894 -0.129 -0.183 -0.153 0.00
H -4.728919 -5.312307 1.191414 -0.088 0.121 0.007 0.00
H -4.195798 -3.662762 1.643887 -0.150 -0.091 -0.068 0.00
H -3.302705 -5.064397 2.190205 -0.084 -0.016 -0.067 0.00
C -4.744434 5.238054 1.285127 -0.484 0.275 -0.752 0.00
O -4.049145 4.960819 2.484604 1.023 -0.133 0.767 0.07
C -2.732830 4.970339 2.552327 -0.115 -0.078 0.114 0.08
C -2.171715 4.783741 3.842431 0.141 -0.015 0.124 0.01
C -0.818815 4.775390 4.025696 -0.283 0.115 0.123 0.03
C 0.048605 4.849597 2.908493 -0.720 -0.016 -0.694 0.07
C -0.504780 5.060282 1.618140 -0.154 -0.094 -0.038 0.06
C -1.861320 5.143945 1.452496 0.043 -0.008 -0.352 0.02
N 1.364170 4.787385 3.092914 1.024 -0.353 0.319 0.23
N 2.359317 4.417566 2.497907 -0.117 1.602 1.223 0.19
C 2.604857 3.320017 1.779132 0.168 -1.631 -1.328 -0.01
C 3.723004 3.304859 0.919275 -0.859 0.590 0.901 0.08
C 3.890977 2.317672 -0.031531 -0.580 -1.386 -0.771 -0.02
C 2.934515 1.299762 -0.154322 0.522 0.507 0.203 0.09
O 2.901553 0.307601 -1.075753 2.767 1.563 0.782 0.10
C 1.906168 1.197042 0.815115 -0.447 -0.044 0.548 0.02
N 1.103043 0.067885 0.704474 0.225 1.789 2.388 0.04
C 0.289925 -0.203547 1.757242 0.457 -0.505 -1.424 -0.01
C 0.223822 0.599537 2.876073 0.281 1.047 0.365 0.02
C 0.920917 1.805239 2.918166 -0.339 -0.888 -0.156 -0.01
C 1.765630 2.142652 1.857803 0.312 -0.083 -0.699 0.03
H -5.794305 5.073730 1.516982 0.103 0.010 -0.056 0.00
H -4.441002 4.574542 0.470795 0.016 -0.014 0.134 0.00
H -4.603146 6.280067 0.989356 0.042 -0.066 0.044 0.00
H -2.847310 4.674741 4.676577 -0.055 0.026 0.095 0.00
H -0.383834 4.678650 5.008547 -0.032 -0.002 0.158 0.00
H 0.164644 5.197108 0.780537 -0.002 0.038 -0.101 0.00
H -2.261481 5.341401 0.469139 -0.031 0.068 -0.025 0.00
H 4.429677 4.118382 0.991753 0.002 0.131 -0.066 0.00
H 4.738476 2.346047 -0.697614 0.077 -0.025 -0.121 0.00
H -0.308690 -1.107235 1.685092 0.073 0.015 -0.058 0.00
H -0.385374 0.311449 3.717104 -0.108 -0.140 0.010 0.00
H 0.855755 2.425879 3.793177 -0.032 0.098 0.191 0.00
```
Positions in Å, forces in eV/Å.